i.
Here is HN2O4 as an isolated structure from OMol25. Energies are from ωB97M-V/def2-TZVPD.

Geometry as XYZ:
```
7
Properties=species:S:1:pos:R:3:nbo_charge:R:1
N 0.9991 0.6677 -0.3911 0.228
N 1.9656 -0.1612 0.0450 0.471
O 3.0056 -0.5423 -0.2219 0.014
O -2.1235 -0.2948 0.6149 -0.226
O -0.0695 0.9716 0.0729 -0.024
O -0.9419 -0.4379 0.0880 0.030
H -2.8354 -0.2031 -0.2078 0.508
```

As for the charge: +1. As for the HOMO energy (spin up / spin down): -16.5 / -16.5 eV.

ii.
Here is a 2-piece molecular cluster, HN2O4 overall from OMol25. Energies are from ωB97M-V/def2-TZVPD.

Geometry as XYZ:
```
7
Properties=species:S:1:pos:R:3:nbo_charge:R:1
N 0.0585 -1.1855 -0.5035 -0.140
N -0.2474 -2.2045 -0.8947 0.503
O -0.4776 -3.2817 -1.1829 -0.176
O 0.6324 2.2166 0.2790 -0.259
O -0.7954 0.5524 0.2591 0.230
O -0.1501 1.2350 0.9878 0.334
H 0.9797 2.6676 1.0553 0.508
```

As for the charge: +1. As for the HOMO energy: -16.8 eV.

Tell me which of them is the least stable. Sure, it is i.